This record from the Open Molecules 2025 dataset describes an isolated ion of composition C5H6N and charge +1. The level of theory is wB97M-V/def2-TZVPD.

Output
Energy relative to the best compared isomer or geometry (same formula, charge and spin)   6.808 eV
Highest occupied orbital energy   -15.480 eV
Energy   -6758.36994 eV
Total charge   +1

Positions of all 12 atoms, in Å:
1 C -0.65 -0.46 -1.17
2 C 0.41 0.45 -1.34
3 C -0.20 0.27 0.83
4 C 0.57 -0.74 -0.09
5 C -0.74 0.81 -0.40
6 N 1.57 -0.06 -0.94
7 H -1.32 -1.18 -1.75
8 H -1.03 -0.11 1.38
9 H 0.55 0.82 1.44
10 H 0.91 -1.80 -0.01
11 H -1.54 1.57 -0.21
12 H 2.09 0.63 -0.55